#1
{
  "formula": "H22O11",
  "method": "ωB97M-V/def2-TZVPD",
  "elements": ["O", "H", "H", "O", "H", "H", "O", "H", "H", "O", "H", "H", "O", "H", "H", "O", "H", "H", "O", "H", "H", "O", "H", "H", "O", "H", "H", "O", "H", "H", "O", "H", "H"],
  "coordinates": [[-0.529, -1.971, 2.607], [-0.523, -1.017, 2.397], [-0.379, -2.012, 3.554], [0.830, 0.059, 0.006], [0.525, -0.845, -0.192], [0.160, 0.622, -0.389], [-1.769, 0.089, -1.320], [-2.287, -0.699, -1.534], [-2.334, 0.593, -0.723], [0.293, 0.261, -3.199], [-0.526, 0.231, -2.671], [0.847, 0.922, -2.773], [-1.475, 2.870, 1.541], [-1.382, 2.805, 0.574], [-0.862, 3.575, 1.780], [2.930, 2.328, -0.786], [2.001, 2.073, -0.747], [2.973, 3.185, -0.351], [-0.220, 3.004, -1.069], [-0.225, 3.830, -1.568], [-0.999, 2.529, -1.388], [-2.247, -2.479, 0.366], [-2.911, -2.494, 1.060], [-1.408, -2.427, 0.851], [-0.047, 0.757, 2.573], [0.628, 0.828, 1.882], [-0.615, 1.547, 2.432], [3.146, -3.215, 0.561], [2.334, -2.780, 0.273], [3.286, -3.917, -0.082], [0.372, -2.534, -0.916], [-0.322, -3.205, -0.938], [0.734, -2.515, -1.812]],
  "nbo_charge": [-1.00, 0.51, 0.48, -0.98, 0.51, 0.46, -0.98, 0.51, 0.48, -0.97, 0.48, 0.47, -0.95, 0.48, 0.48, -0.94, 0.48, 0.46, -0.96, 0.49, 0.48, -0.99, 0.48, 0.50, -1.00, 0.50, 0.49, -0.94, 0.48, 0.46, -0.97, 0.50, 0.49],
  "homo_lumo_gap_ev": 10.3,
  "e_lumo_ev": -0.381,
  "smiles": "O.O.O.O.O.O.O.O.O.O.O"
}



#2
{
  "formula": "H22O11",
  "method": "ωB97M-V/def2-TZVPD",
  "elements": ["O", "H", "H", "O", "H", "H", "O", "H", "H", "O", "H", "H", "O", "H", "H", "O", "H", "H", "O", "H", "H", "O", "H", "H", "O", "H", "H", "O", "H", "H", "O", "H", "H"],
  "coordinates": [[-11.097, 17.208, -19.088], [-10.150, 17.168, -19.279], [-11.392, 18.089, -19.389], [-12.599, 15.484, -17.380], [-12.173, 16.061, -17.982], [-12.712, 14.626, -17.823], [-9.896, 15.893, -16.916], [-10.494, 15.687, -17.606], [-10.223, 16.772, -16.708], [-12.752, 17.359, -14.767], [-12.836, 17.626, -13.847], [-12.031, 17.832, -15.160], [-7.679, 19.424, -14.754], [-8.190, 18.618, -14.910], [-6.977, 19.090, -14.185], [-10.132, 20.303, -14.343], [-9.238, 19.918, -14.412], [-9.978, 21.049, -13.773], [-11.880, 19.110, -12.555], [-11.758, 19.515, -11.686], [-11.191, 19.536, -13.039], [-9.456, 20.413, -17.641], [-9.208, 20.001, -16.823], [-9.076, 19.856, -18.319], [-13.500, 20.014, -15.664], [-14.166, 19.341, -15.740], [-13.626, 20.316, -14.776], [-12.307, 19.544, -18.330], [-11.761, 20.277, -18.501], [-12.788, 19.701, -17.528], [-10.708, 18.378, -16.306], [-10.686, 19.120, -15.736], [-11.023, 18.577, -17.198]],
  "nbo_charge": [-0.98, 0.48, 0.51, -0.94, 0.47, 0.46, -0.96, 0.46, 0.48, -0.97, 0.48, 0.48, -0.94, 0.49, 0.50, -0.99, 0.49, 0.49, -0.96, 0.46, 0.48, -0.94, 0.48, 0.47, -0.96, 0.49, 0.48, -0.98, 0.49, 0.51, -1.01, 0.50, 0.52],
  "homo_lumo_gap_ev": 9.7,
  "e_lumo_ev": -0.094,
  "smiles": "O.O.O.O.O.O.O.O.O.O.O"
}



Quick one: least stable of them? #2



#1
{
  "formula": "C4H6NO",
  "method": "ωB97M-V/def2-TZVPD",
  "elements": ["C", "C", "C", "C", "N", "O", "H", "H", "H", "H", "H", "H"],
  "coordinates": [[-2.002, -0.790, 0.473], [-0.691, -0.644, 0.642], [-1.708, -0.148, -0.821], [-0.670, 0.668, -0.322], [2.051, 0.237, 0.255], [-0.203, 1.674, -0.061], [-2.825, -1.052, 0.971], [-1.683, -0.640, -1.754], [1.079, -0.370, 0.474], [2.902, -0.112, 0.517], [1.883, -0.069, -0.693], [1.867, 1.246, 0.319]],
  "nbo_charge": [-0.10, -0.15, -0.19, 0.54, -0.92, -0.45, 0.26, 0.24, 0.45, 0.44, 0.42, 0.47],
  "total_charge": 1,
  "homo_lumo_gap_ev": 9.8,
  "e_lumo_ev": -4.263
}



#2
{
  "formula": "C4H6NO",
  "method": "ωB97M-V/def2-TZVPD",
  "elements": ["C", "C", "C", "C", "N", "O", "H", "H", "H", "H", "H", "H"],
  "coordinates": [[1.424, 0.473, 0.086], [2.392, -0.290, -0.180], [0.120, -0.560, 0.306], [-1.030, 0.374, -0.117], [-0.492, 1.676, 0.267], [0.908, 1.687, -0.008], [-0.883, 2.517, -0.263], [2.855, -1.175, -0.250], [0.148, -1.571, -0.210], [0.113, -0.889, 1.338], [-1.408, 0.380, -1.220], [-1.840, 0.177, 0.543]],
  "nbo_charge": [0.24, 0.22, -0.33, -0.27, -0.30, -0.27, 0.41, 0.25, 0.28, 0.27, 0.23, 0.27],
  "total_charge": 1,
  "homo_lumo_gap_ev": 6.9,
  "e_lumo_ev": -7.329
}



#3
{
  "formula": "C4H6NO",
  "method": "ωB97M-V/def2-TZVPD",
  "elements": ["C", "C", "C", "C", "N", "O", "H", "H", "H", "H", "H", "H"],
  "coordinates": [[-2.182, -0.319, -0.225], [1.439, -0.983, 0.059], [-0.984, -0.757, 0.000], [0.323, -0.328, 0.008], [0.463, 1.418, 0.010], [-3.277, 0.006, -0.289], [2.333, -0.392, 0.091], [1.532, -1.962, 0.254], [-0.834, -1.833, 0.109], [1.152, 1.880, 0.648], [-0.534, 1.579, 0.401], [0.569, 1.691, -1.066]],
  "nbo_charge": [0.76, -0.40, -0.67, 0.25, -0.80, -0.34, 0.23, 0.25, 0.33, 0.46, 0.45, 0.47],
  "total_charge": 1,
  "homo_lumo_gap_ev": 9.2,
  "e_lumo_ev": -4.218,
  "smiles": "C=C([NH3+])C=C=O"
}



Quick one: least stable of them? #2



#1
{
  "formula": "C2H9NO",
  "method": "ωB97M-V/def2-TZVPD",
  "elements": ["C", "N", "H", "H", "H", "H", "H", "H", "C", "O", "H", "H", "H"],
  "coordinates": [[-0.669, -1.226, -1.534], [2.154, 4.232, 1.010], [-0.272, -1.726, -2.421], [-0.288, -0.202, -1.563], [-1.748, -1.162, -1.711], [1.518, 4.999, 1.184], [1.591, 3.398, 1.107], [2.891, 4.251, 1.707], [-1.299, -1.811, 0.627], [-0.350, -1.957, -0.393], [-2.281, -2.153, 0.309], [-1.385, -0.758, 0.959], [-0.986, -2.417, 1.473]],
  "nbo_charge": [-0.25, -1.07, 0.19, 0.17, 0.16, 0.35, 0.36, 0.36, -0.24, -0.54, 0.16, 0.16, 0.19],
  "homo_lumo_gap_ev": 10.8,
  "e_lumo_ev": 0.881,
  "smiles": "COC.N"
}



#2
{
  "formula": "C2H9NO",
  "method": "ωB97M-V/def2-TZVPD",
  "elements": ["C", "N", "H", "H", "H", "H", "H", "H", "C", "O", "H", "H", "H"],
  "coordinates": [[-0.947, -2.881, 1.730], [1.672, 4.198, -2.786], [-1.900, -2.533, 1.345], [-0.517, -3.699, 1.154], [-1.142, -3.251, 2.732], [0.783, 4.110, -2.311], [1.957, 3.273, -3.097], [1.500, 4.654, -3.680], [-0.291, -0.725, 0.961], [-0.021, -1.818, 1.803], [-0.860, -1.039, 0.094], [-0.878, 0.035, 1.482], [0.645, -0.323, 0.572]],
  "nbo_charge": [-0.25, -1.06, 0.17, 0.17, 0.18, 0.36, 0.35, 0.35, -0.24, -0.55, 0.16, 0.17, 0.19],
  "homo_lumo_gap_ev": 10.6,
  "e_lumo_ev": 0.881,
  "smiles": "COC.N"
}



#3
{
  "formula": "C2H9NO",
  "method": "ωB97M-V/def2-TZVPD",
  "elements": ["C", "N", "C", "H", "H", "H", "H", "H", "H", "H", "H", "H", "O"],
  "coordinates": [[-1.252, -1.535, 0.526], [-0.711, -0.149, 0.505], [-0.156, 0.139, -0.763], [-0.992, -1.961, -0.474], [-0.988, -2.133, 1.511], [-2.316, -1.673, 0.564], [-1.214, 0.742, 0.737], [-0.683, 1.002, -1.292], [-0.269, -0.619, -1.571], [0.890, 0.377, -0.521], [3.005, 1.760, 0.915], [2.000, 1.740, -0.289], [2.685, 2.311, 0.155]],
  "nbo_charge": [-0.42, -0.67, -0.40, 0.20, 0.19, 0.19, 0.38, 0.18, 0.19, 0.16, 0.47, 0.47, -0.94],
  "homo_lumo_gap_ev": 9.7,
  "e_lumo_ev": 0.963,
  "smiles": "CNC.O"
}



Quick one: least stable of them? #3